[1]
Here is C38H36IrN4OPS as an isolated structure in a non-equilibrium geometry from OMol25. Energies are from ωB97M-V/def2-TZVPD.

CARTESIAN COORDINATES (ANGSTROEM)
Ir  1.2787  -1.7101  0.5529
N  0.4699  -2.7441  3.3956
P  -0.4060  -1.9494  2.1852
C  -1.8728  -2.9690  1.9095
C  -2.0852  -3.5938  0.6824
C  -3.2272  -4.3519  0.4794
C  -4.1499  -4.4990  1.5041
C  -3.9234  -3.9007  2.7383
C  -2.7896  -3.1367  2.9487
C  -0.9545  -0.4281  2.9720
C  -2.2633  0.0404  2.8818
C  -2.6088  1.2203  3.5229
C  -1.6524  1.9401  4.2250
C  -0.3324  1.5052  4.2623
C  0.0208  0.3274  3.6299
C  1.6556  -3.4008  3.1445
C  2.2447  -4.2053  4.1220
C  3.4561  -4.8028  3.8523
C  4.0824  -4.5641  2.6285
C  3.4470  -3.7575  1.7190
N  2.2456  -3.2002  1.9569
H  0.0390  -2.9306  4.2896
H  -1.3641  -3.4869  -0.1167
H  -3.3930  -4.8335  -0.4745
H  -5.0424  -5.0891  1.3478
H  -4.6349  -4.0335  3.5419
H  -2.6259  -2.6653  3.9108
H  -3.0113  -0.5141  2.3301
H  -3.6342  1.5625  3.4887
H  -1.9288  2.8469  4.7457
H  0.4179  2.0730  4.7955
H  1.0449  -0.0270  3.6473
H  1.7412  -4.3519  5.0676
H  3.9169  -5.4408  4.5941
H  5.0424  -5.0007  2.3990
H  3.9034  -3.5238  0.7669
C  3.7689  1.4240  -3.3372
C  2.8073  0.4029  -3.2827
C  2.5260  -0.2123  -2.0891
C  3.1554  0.1918  -0.8881
C  2.7794  -0.3124  0.3978
C  3.4669  0.1041  1.5217
C  4.5597  0.9699  1.4202
C  4.9205  1.4885  0.2010
C  4.1983  1.1590  -0.9670
C  4.4676  1.7695  -2.2118
H  3.9602  1.9290  -4.2740
H  2.3043  0.1031  -4.1930
H  1.8192  -1.0322  -2.0548
H  3.1797  -0.2517  2.5051
H  5.0955  1.2547  2.3151
H  5.7665  2.1606  0.1337
H  5.2275  2.5391  -2.2597
C  0.9090  4.7658  -2.3847
C  0.8578  3.3653  -1.7802
C  -0.6002  2.9484  -1.5819
N  -0.7291  1.5700  -1.1021
C  -0.6844  0.4617  -1.8098
S  -0.6464  -1.0739  -1.0151
N  -0.6927  0.4333  -3.1497
C  -1.2751  1.2987  -4.1696
O  -0.6191  1.4678  -5.1557
C  -2.6487  1.7914  -3.9551
C  -3.4964  1.3343  -2.9424
C  -4.7919  1.8111  -2.8623
C  -5.2610  2.7283  -3.7939
C  -4.4263  3.1798  -4.8068
C  -3.1277  2.7144  -4.8902
H  1.9367  5.1017  -2.5053
H  0.3893  5.4854  -1.7508
H  0.4329  4.7709  -3.3662
H  1.3872  3.3449  -0.8246
H  1.3496  2.6539  -2.4497
H  -1.1346  3.0703  -2.5179
H  -1.0801  3.5964  -0.8492
H  -0.7061  1.4380  -0.1019
H  -0.2975  -0.4030  -3.5579
H  -3.1675  0.5853  -2.2352
H  -5.4442  1.4523  -2.0776
H  -6.2831  3.0766  -3.7335
H  -4.7935  3.8862  -5.5383
H  -2.4663  3.0523  -5.6765

Computed properties:
M = 820.0 g mol⁻¹
Frontier orbital gap (alpha / beta) = 5.4 / 5.4 eV
Energy relative to the best compared isomer or geometry (same formula, charge and spin) = 18.5 kcal per mole
Spin multiplicity = 1
Charge = +2
Energy = -70948.54837 eV



[2]
Here is C38H36N14O4SSn as an isolated structure in a non-equilibrium geometry from OMol25. Energies are from ωB97M-V/def2-TZVPD.

CARTESIAN COORDINATES (ANGSTROEM)
Sn  -0.2858  -0.0664  -0.1012
N  -2.8905  2.1116  3.0997
C  -2.3584  1.3978  2.1096
O  -1.1492  1.2734  1.9680
C  -3.3425  0.6869  1.1957
C  -2.7976  0.3170  -0.1363
H  -2.2861  2.5986  3.7428
H  -3.8836  2.2334  3.2068
H  -4.1944  1.3609  1.0603
H  -3.6893  -0.1980  1.7351
H  -2.7385  1.1190  -0.8591
H  -3.0948  -0.6472  -0.5313
N  5.5673  5.7806  -1.4707
C  4.9478  4.5768  -1.5817
C  4.9370  3.8825  -2.8050
C  4.2813  2.6804  -2.9273
C  3.6247  2.1425  -1.8289
C  3.6076  2.8188  -0.6146
C  4.2737  4.0165  -0.4811
S  2.7962  0.6003  -1.9107
O  2.7914  0.0663  -3.2337
O  3.2971  -0.2360  -0.8494
N  1.2093  0.9331  -1.4410
C  0.4669  1.8140  -2.1921
N  1.0144  2.5928  -3.1186
C  0.2168  3.3978  -3.8034
C  -1.1516  3.4793  -3.5686
C  -1.6243  2.6709  -2.5597
N  -0.8382  1.8349  -1.8794
H  6.0921  6.1594  -2.2368
H  5.6390  6.2375  -0.5814
H  5.4545  4.3028  -3.6584
H  4.2628  2.1440  -3.8673
H  3.0723  2.3925  0.2217
H  4.2815  4.5323  0.4713
H  0.7024  4.0059  -4.5589
H  -1.7997  4.1338  -4.1300
H  -2.6714  2.6815  -2.2741
C  4.9663  -0.1563  2.2536
N  3.5368  0.0756  2.0842
C  2.6383  -0.6453  1.4348
N  1.4750  0.0060  1.4484
C  1.7415  1.1608  2.1415
N  2.9751  1.2219  2.5428
C  5.3568  -1.3128  3.1505
C  6.7166  -1.5230  3.3662
C  7.1534  -2.5841  4.1400
C  6.2423  -3.4588  4.7099
C  4.8853  -3.2419  4.5135
C  4.4437  -2.1665  3.7401
C  3.9083  -4.1480  5.0948
N  4.1048  -5.2684  5.7064
N  2.8698  -5.7691  6.0328
C  1.9962  -4.9231  5.6035
O  2.5874  -3.8667  4.9944
C  0.5462  -4.9927  5.6597
C  -0.0996  -6.1308  6.1392
C  -1.4808  -6.1946  6.0978
C  -2.2225  -5.1251  5.6081
C  -1.5800  -3.9713  5.1850
C  -2.3527  -2.7815  4.6619
N  -2.0112  -2.5339  3.2565
C  -1.0823  -1.7373  2.7323
N  -1.0324  -1.9270  1.4172
C  -1.9726  -2.8943  1.1960
N  -2.5776  -3.2783  2.2877
C  -0.1962  -3.9160  5.1958
H  5.3654  0.7699  2.6607
H  5.3960  -0.3165  1.2634
H  2.8268  -1.5937  0.9658
H  1.0021  1.9184  2.3342
H  7.4388  -0.8453  2.9249
H  8.2124  -2.7350  4.2989
H  6.5608  -4.3027  5.3064
H  3.3792  -2.0162  3.6147
H  0.4952  -6.9474  6.5259
H  -1.9870  -7.0860  6.4424
H  -3.3029  -5.1915  5.5623
H  -2.1148  -1.8833  5.2308
H  -3.4222  -2.9701  4.7035
H  -0.4863  -1.0276  3.2838
H  -2.1925  -3.3082  0.2268
H  0.3233  -3.0332  4.8402
C  -1.2785  -3.5426  -3.8724
C  -0.6933  -3.9996  -2.6991
C  -0.4389  -3.0944  -1.6889
N  -0.7398  -1.7940  -1.8006
C  -1.2957  -1.3518  -2.9356
C  -1.5858  -2.1940  -3.9899
H  -1.4790  -4.2254  -4.6870
H  -0.4386  -5.0416  -2.5674
H  0.0167  -3.4022  -0.7556
H  -1.5079  -0.2903  -2.9797
H  -2.0408  -1.8018  -4.8882

Computed properties:
M = 903.6 g mol⁻¹
Frontier orbital gap = 5.3 eV
Energy relative to the best compared isomer or geometry (same formula, charge and spin) = 53.9 kcal per mole
Spin multiplicity = 1
Charge = +2
Energy = -85695.30165 eV



Look up the M of the second one. 903.6 g mol⁻¹